{
  "formula": "C2H13NO4",
  "method": "ωB97M-V with the def2-TZVPD basis set",
  "e_homo_ev": -10.02,
  "total_energy_ev": -11964.32632,
  "homo_lumo_gap_ev": 10.76,
  "largest_force_ev_per_a": 1.2,
  "e_lumo_ev": 0.740,
  "smiles": "C=NC.O.O.O.O",
  "elements": ["C", "N", "C", "H", "H", "H", "H", "H", "O", "H", "H", "O", "H", "H", "O", "H", "H", "O", "H", "H"],
  "xyz": [[0.6071, -2.2336, 1.5301], [0.3991, -1.0306, 1.8333], [1.4625, -0.2663, 2.4781], [-0.1635, -2.7920, 1.0206], [1.6189, -2.6500, 1.5280], [1.0027, 0.3082, 3.2791], [2.2854, -0.9204, 2.7677], [1.7564, 0.4704, 1.7387], [0.8742, 0.8656, -1.2402], [0.6544, -0.0352, -1.4900], [0.0599, 1.3664, -1.1091], [-1.5641, 2.5071, -0.9140], [-1.9408, 1.6428, -0.6753], [-2.2690, 3.1479, -0.8092], [0.4679, -0.3016, -3.8145], [0.5367, -0.3142, -4.7734], [0.9986, 0.4447, -3.5119], [-2.3217, 0.3150, 0.6719], [-1.4761, -0.1508, 0.7445], [-2.9889, -0.3734, 0.7455]],
  "lowdin_charge": [-0.0705, -0.1016, -0.1168, 0.0602, 0.0745, 0.0769, 0.0719, 0.0726, -0.0581, 0.0198, -0.0032, -0.0679, 0.0034, 0.0427, -0.0676, 0.0352, 0.0229, -0.0575, 0.0120, 0.0513]
}